A 8-piece molecular cluster, C67H138F9N5O6 overall at a distorted geometry, computed with wB97M-V/def2-TZVPD.

```
225
Properties=species:S:1:pos:R:3:forces:R:3
F 5.945666 -3.227015 -2.452830 0.02 -0.35 0.51
H 3.078255 9.412537 1.505383 0.26 0.11 -0.09
H -4.790201 3.609412 2.575164 0.04 -0.16 -0.18
C 0.547197 5.432950 -2.849507 -1.38 0.88 0.57
H 2.250300 6.695114 0.807892 0.11 -0.60 0.48
H 3.098012 5.921379 3.194433 0.17 -0.04 -0.08
H 5.722058 3.873858 1.945512 -0.10 -0.38 -0.08
C 7.296263 6.665893 2.623663 1.50 1.02 0.17
H 4.597449 4.507192 -6.301649 -0.39 0.17 0.18
O 6.619136 -3.810876 1.109815 -0.01 0.93 0.20
C 4.134297 3.581142 -6.652978 1.32 0.20 -0.06
H -3.315057 -6.942319 1.257993 -0.42 -0.23 -0.51
C -3.705853 -4.132015 -2.706512 -2.28 0.72 0.23
C 3.014285 3.079554 -5.784629 -0.49 0.53 0.43
C -4.463002 -2.312881 -0.999264 -0.78 0.02 -0.12
O -0.078765 -7.135196 -4.352104 -1.58 1.71 -0.02
H 5.586923 7.636227 3.837491 0.67 -0.13 0.51
H -3.357596 6.198901 1.924972 -0.17 0.12 0.13
H 2.049875 -3.863290 2.852594 -0.27 -0.63 0.08
H -0.252943 5.100590 -2.181169 0.16 -0.94 -0.16
H -4.745923 2.977311 -3.232768 0.06 -0.10 -0.20
H -6.699233 0.279456 3.717132 -0.42 0.26 -0.12
C -0.317159 4.934668 -5.064432 0.43 1.86 0.76
O -0.439320 1.151027 -1.070406 -0.06 0.04 1.98
H 4.286272 4.382596 2.789064 0.11 -0.35 0.14
F -2.443476 -9.547664 -3.084501 0.86 0.17 0.58
H -3.906588 -3.010261 6.100838 -0.03 0.18 0.00
H 2.776000 3.498675 1.169587 -0.09 -0.06 -0.25
C -0.728216 -8.437303 -4.302293 2.25 -2.15 -0.86
H 7.936669 -3.214007 -0.427361 0.30 0.65 0.35
O 0.467084 -0.911006 -0.838688 -1.25 -1.06 0.90
H -1.926543 -5.598140 4.735514 0.37 -0.47 0.23
H -3.820880 -4.885247 0.071338 -0.37 0.38 -0.29
C 3.809418 3.142654 1.149393 0.26 -0.19 -0.27
H -5.071836 -1.549524 -2.974713 -0.41 -0.22 0.32
H 3.858098 2.296676 1.836036 -0.13 -0.17 -0.17
H 3.395783 3.080639 -4.760607 -0.14 -0.13 0.08
H -1.458843 3.203315 0.741121 0.16 0.19 -0.26
F 6.271407 -1.704510 -1.008615 -0.05 0.97 0.29
H 2.114930 5.049581 -5.957376 -0.04 0.03 0.10
H 4.354335 3.672168 -0.848097 -0.22 -0.18 -0.41
H -2.829135 -4.599487 -3.147201 0.19 0.02 0.48
H 0.648957 -3.353859 4.939723 0.69 0.45 -0.43
C -0.565332 -6.976965 6.649940 0.57 1.17 0.37
N 0.779469 3.943833 -4.722476 0.50 -0.97 -1.33
H -1.050687 6.613775 -3.817086 -0.06 -0.14 -0.06
C -4.531096 -1.233728 -2.082817 1.48 -0.60 -0.95
H 1.243235 3.762562 -6.808510 -0.10 0.13 0.05
H -1.262988 -2.248117 3.533469 -0.21 -0.04 -0.13
H -5.723606 2.043175 0.565130 0.01 -0.11 -0.28
H -4.065377 -3.344663 -3.371114 0.36 -0.12 -0.39
H -1.908852 -5.605031 -1.509116 0.00 -0.45 0.26
C -4.906020 -5.081438 -2.507594 1.69 -0.20 -0.02
H 4.945937 2.860561 -6.538658 0.00 -0.07 -0.51
C -5.247778 -5.784200 -3.823888 -0.63 0.35 -0.14
C -3.325844 -2.433737 5.389120 2.30 -0.15 -1.63
H -1.293530 0.330487 -4.338239 -0.82 0.13 -0.29
H -2.876556 1.552710 0.554827 0.58 0.43 0.20
O 7.333539 -5.111690 -0.581678 -1.37 2.04 -0.75
H -1.322849 4.530921 -5.009606 0.23 -0.37 -0.12
H -4.669245 0.624013 0.082460 -0.31 0.59 -0.62
H -1.728388 -1.951657 -1.001655 -0.36 -0.50 0.52
C -0.928691 -6.058090 -4.755837 0.83 0.38 -1.09
H -3.309379 1.861155 2.226083 0.08 0.80 0.12
F -0.220475 1.336021 1.870721 -0.40 0.33 -0.17
H -2.309961 -6.348218 7.778241 -0.21 0.24 -0.12
H 0.765575 -4.583005 -4.485385 0.07 -0.71 -0.36
H -1.955120 -7.964699 1.428913 0.20 0.11 0.06
N 4.823167 6.759810 2.148254 -2.05 1.10 0.96
C -4.373387 4.305365 1.850785 0.11 0.60 0.13
H 7.693113 5.660541 2.481847 -1.26 -0.42 -0.48
H -3.902700 -0.446213 4.845474 0.34 0.16 -0.21
H 1.138287 -0.249798 -5.934875 0.15 -0.44 -0.04
H 3.912199 3.746692 -7.706734 -0.20 -0.35 0.01
H -3.489553 2.134407 -1.575539 0.49 -0.23 -0.23
H -4.451562 -5.931341 -4.553925 0.42 0.07 0.47
C 0.106572 0.179636 1.231514 -0.11 0.05 0.24
C -1.682764 -4.149881 6.323963 0.12 0.61 -0.80
H 0.642288 -3.248769 -1.200707 0.33 -0.41 -0.02
H 0.054913 -1.509177 -5.217016 0.45 -0.15 -0.16
H -3.593098 -0.601458 6.521598 -0.23 -0.33 0.07
C -5.393647 0.463258 1.982483 -1.23 -1.59 0.22
H 5.663994 8.152198 0.764577 -0.57 -0.01 -0.59
H 3.904226 1.913067 -0.782316 -0.66 0.23 0.20
H 2.810016 2.043766 -6.056005 -0.40 0.06 0.09
H -6.039517 -0.324146 1.573732 -0.42 0.47 -0.56
C 1.302869 -2.834539 -1.959155 0.47 2.61 0.42
C -3.018085 -4.239788 -0.277015 1.45 0.94 0.02
C -1.789223 -5.077970 -0.559386 0.18 -0.33 -0.51
H -1.540636 -2.605249 -2.537646 -0.46 -1.21 0.04
C -6.191368 1.057710 3.155780 1.88 0.78 -0.39
H 2.427675 4.794439 -3.701257 -0.19 0.33 -0.23
C -4.918377 1.363357 0.841208 0.38 -0.53 1.40
H -5.481744 1.544911 3.834467 -0.07 -0.06 0.28
H -1.423358 -0.302618 4.497809 0.11 0.35 0.07
H 5.340441 -2.732702 3.288198 -0.02 0.07 -0.41
H -3.358299 -5.158375 5.548360 -0.26 -0.48 0.42
C 0.384220 0.401659 -0.298825 0.12 0.26 -2.54
C 1.799708 4.007963 -5.905863 -0.24 -0.95 0.49
H -0.006919 -1.844728 5.969664 -0.12 -0.08 -0.25
N -3.544763 3.539544 0.823108 1.16 0.20 -0.05
C -3.389996 5.275885 2.506863 0.86 0.10 -0.06
H -4.014523 -1.980612 -0.062396 -0.25 0.48 -0.02
C 5.993707 -3.018837 -1.116212 -0.75 -0.99 0.04
H -1.381304 -1.812524 7.099547 0.39 -0.06 0.15
H 0.602378 -3.657731 1.826292 -0.17 -0.63 0.18
H 0.580653 6.840510 -4.414793 -0.18 -0.04 -0.53
H -1.805495 -3.945803 3.507533 -0.82 0.38 0.29
H -4.901471 -0.248021 -1.813357 -0.32 -0.29 0.45
H -2.705436 -0.181673 -1.982661 0.59 -0.31 0.43
H 1.014360 1.913735 -4.003947 0.25 0.05 -0.47
C 6.408884 -2.946890 3.271544 0.90 0.52 -0.18
C -2.309886 -5.407976 5.737419 -0.07 1.07 0.79
H -0.002448 -6.350953 7.348332 0.22 -0.53 0.37
C 0.202281 -3.735306 4.013050 -0.11 -0.08 2.50
H -0.604198 -4.230907 6.450247 -0.06 -0.22 0.18
F 4.713260 -3.167235 -0.647180 0.07 0.13 -0.43
H 9.468553 6.906447 2.887710 -0.05 -0.55 0.41
H 1.976375 -0.671941 -2.189270 -0.20 -0.26 -0.58
H -3.546720 5.533460 3.551901 -0.55 -0.11 -0.10
C -1.085553 -1.754271 6.049698 -1.11 0.33 0.66
F 1.183101 -0.258325 1.904537 0.29 -0.06 -0.42
H 7.295768 7.225624 1.688043 -0.15 -0.43 -0.24
H -5.668009 -6.768807 -3.629661 -0.17 0.10 -0.08
C 7.039625 -3.846417 -0.305829 2.11 -3.18 0.07
H -3.140159 3.145046 -3.938014 0.07 -0.02 0.10
H -0.113819 5.486399 -5.979649 -0.23 -1.17 -0.69
C 1.444912 4.388831 -3.455876 0.71 0.22 0.65
C -1.498598 -6.014237 0.611592 0.74 -0.21 -0.47
C 4.323172 2.761367 -0.244439 0.87 0.32 0.39
C -2.397856 -7.238928 0.742667 0.28 0.06 1.04
C 4.848038 8.157287 1.484754 0.47 -0.70 0.26
H -2.523813 -7.811115 -0.174024 -0.32 0.46 -0.13
C 2.506989 7.354420 1.636572 0.15 0.20 -0.50
C 5.908316 6.751264 3.299556 0.11 -1.60 -2.40
H -0.478699 2.691686 -3.647033 0.11 -0.13 0.21
H 2.505408 -1.374090 -0.749154 -0.20 -0.47 0.42
F -1.059202 -8.330148 -1.829637 -0.39 -0.07 -0.60
C -3.220254 -0.927018 5.546939 -1.11 1.27 1.22
H -5.750758 -4.504579 -2.131484 -0.12 -0.11 -0.01
C -0.845365 0.413311 -5.330718 1.20 0.38 1.04
H -1.045302 -6.024018 -5.844465 0.30 -0.19 -0.26
H 1.691658 3.550477 -2.805690 -0.50 -0.19 -0.09
H 5.370763 2.466108 -0.136289 0.07 0.06 0.06
H -4.637020 -0.258221 2.316529 0.72 0.72 0.28
H 6.986014 -1.819014 1.447280 -0.47 0.26 0.30
H -1.988816 4.876513 0.265849 0.00 -0.29 -0.31
H -1.789560 3.820293 3.055917 -0.37 0.00 0.15
C 8.546920 7.227733 3.363744 -1.42 1.63 0.31
H -0.450622 -6.299664 0.499447 -0.08 -0.34 -0.15
C -3.230876 3.182932 -1.766336 -0.07 -2.03 0.91
H -0.035864 1.997680 -6.561226 0.32 -0.16 0.09
H -4.050177 4.535133 -3.283295 0.41 0.13 -0.03
C -2.031274 -6.550822 6.746195 -0.15 -0.89 -1.96
C -0.537505 1.899485 -5.594113 0.27 0.13 -0.52
C -3.588958 2.076037 1.196528 -0.34 -1.07 -1.84
C -0.130621 6.089271 -4.067030 0.71 -0.08 1.08
H -1.458256 -5.398568 1.519007 -0.37 -0.09 0.24
C 7.126774 -2.793959 1.938381 -0.99 0.27 -0.93
H -1.428917 2.520627 -5.717096 -0.35 -0.43 -0.04
C -3.784573 3.485427 -3.129681 -1.15 0.54 -0.30
C -1.676517 -8.408757 -3.038684 -0.15 -1.97 -0.19
H -0.389330 -8.034587 6.822081 0.00 0.09 0.18
H -0.292373 -4.912886 -3.161194 0.22 0.22 0.13
H 5.780209 5.630165 0.694819 -0.06 0.33 -0.21
C -2.118137 4.044980 0.956737 0.37 -0.34 0.20
H -2.732145 -0.939995 -3.465843 -0.69 -0.51 -0.28
H 4.094781 5.756870 0.339611 -0.31 0.47 0.42
H -3.806136 4.965129 -0.725365 0.04 0.05 0.33
H -2.616936 -7.392997 6.373395 -0.26 -0.01 0.38
H -1.430775 -8.619022 -5.133407 -0.69 0.96 -0.30
H -6.781821 1.892629 2.778626 -0.72 -0.42 0.18
C 0.425314 -0.487576 -5.144683 -0.97 0.65 -0.83
H -1.186166 5.309507 2.424855 -0.11 0.12 -0.11
H -3.535711 -2.678308 4.348491 -0.92 -0.11 0.23
H 3.328840 8.565179 -0.007380 -0.17 -0.03 0.03
C -2.017338 4.610051 2.336208 0.17 -0.24 0.54
H -2.697965 -3.523345 0.484650 -0.45 -0.09 0.36
H -2.147128 -3.905959 7.279225 0.06 0.08 0.01
C 1.046582 -3.442086 2.799576 0.42 1.20 -0.73
C 3.395233 6.861957 2.732829 0.49 -1.29 0.70
H 2.233027 -3.370708 -2.125769 -0.28 -0.37 -0.11
H 0.717813 -2.649215 -2.859062 0.14 -0.53 -0.19
C 4.694631 4.203848 1.789117 -0.21 1.13 1.25
H 0.911009 -0.382780 -4.175611 -0.15 0.20 0.04
H 1.027456 6.171015 -2.205125 0.56 -0.04 -0.36
H -1.969574 -6.078064 -4.421788 0.16 -0.32 0.41
H -2.139209 3.183813 -1.740010 0.01 0.38 0.36
H -4.609680 -5.807466 -1.748550 -0.19 -0.16 -0.04
N -3.405298 -3.340882 -1.429423 0.50 0.55 -1.13
C 0.231869 2.516450 -4.460354 -0.43 0.91 0.51
H -1.450681 0.336108 6.179004 -0.47 0.24 -0.15
H 6.925555 -2.235804 3.923477 -0.22 -0.32 0.60
C 3.393827 8.462606 1.074859 0.10 0.90 -0.70
F -0.883844 -0.708049 1.564977 -0.08 0.40 -0.54
C -2.326612 -2.312308 -1.842535 1.30 0.45 0.58
H -0.735577 -3.796595 -4.421369 -0.72 -0.26 -0.44
C -1.756617 -0.474166 5.522980 0.65 -1.70 -0.95
H 5.190127 8.873661 2.231155 -0.12 -0.23 0.27
H -1.479683 0.083081 -6.149443 -0.10 -0.35 0.25
H 6.554742 -3.987576 3.558194 0.05 0.11 0.39
H 0.226519 -4.785501 4.316802 -0.33 -0.29 -0.75
H 8.213100 -2.771649 2.097192 0.16 -0.82 0.02
C -0.280768 -4.780477 -4.249602 0.29 0.36 1.33
H 1.432376 0.735156 -0.369401 0.26 0.55 0.72
H 8.573426 8.315952 3.256069 -0.09 0.06 0.09
C -1.249962 -3.196914 4.071433 0.63 0.03 -1.59
N -1.846616 -2.903022 5.426171 0.95 -1.14 1.04
H -5.975832 -5.147643 -4.330578 -0.22 -0.31 -0.15
H -5.190889 4.828264 1.357797 0.01 -0.11 -0.07
H 1.567237 7.652588 2.100450 0.05 0.44 -0.22
H 1.295730 -2.384854 2.671858 -0.39 0.14 0.49
O 0.210393 -9.366469 -4.389093 -1.74 1.12 1.38
H 8.426188 7.066682 4.434235 0.73 -0.45 0.00
C -3.933123 3.883796 -0.635775 -1.17 0.80 1.28
H 3.387020 7.621907 3.515236 0.34 -0.02 0.04
H -5.008338 3.738144 -0.522159 -0.11 -0.27 -1.20
H -5.479599 -2.648127 -0.797110 0.33 -0.93 0.08
F -2.679269 -7.470014 -3.009995 0.07 1.02 0.26
H 5.817274 5.784959 3.790731 -0.62 0.40 0.67
C 4.793816 5.611229 1.161105 1.90 -0.67 -0.64
H -0.092811 -6.684386 5.709241 -0.35 -0.40 -0.35
H -0.873283 -4.498591 -0.691814 -0.35 0.51 -0.04
C -3.030891 -1.124191 -2.434085 -0.29 1.70 -0.12
C 1.647765 -1.393599 -1.429851 0.57 -0.38 -0.09
```
Forces are in eV/Å.

Relative energy (zero: lowest compared OMol25 entry of this formula, charge and spin) = 385.3 kJ/mol
Spin multiplicity = 1
HOMO energy = -6.98 eV
Net charge = +2
Gap between HOMO and LUMO = 2.21 eV